*1*
# C5H12N

A gas-phase ion, C5H12N (charge +1) (ωB97M-V/def2-TZVPD, the OMol25 dataset).

XYZ file:
```
18
Properties=species:S:1:pos:R:3:lowdin_charge:R:1
C -2.234 0.185 0.246 -0.073
C -1.226 -0.964 -0.128 -0.262
C -0.022 -0.468 -0.905 -0.144
C 0.966 0.541 -0.048 -0.259
C 1.707 1.512 -0.577 0.092
N 1.565 -0.340 1.036 0.183
H -3.166 -0.216 0.696 0.090
H -2.456 0.648 -0.729 0.082
H -1.843 0.930 0.904 0.056
H -1.711 -1.793 -0.676 0.125
H -0.917 -1.407 0.815 0.079
H 0.697 -1.267 -1.301 0.141
H -0.269 0.223 -1.767 0.130
H 2.570 1.964 -0.038 0.100
H 1.160 2.147 -1.304 0.104
H 0.888 -1.152 1.230 0.169
H 1.777 0.197 1.884 0.167
H 2.514 -0.739 0.665 0.220
```

HOMO (eV): -15.072
Net charge: +1
LUMO (eV): -4.047

***

*2*
# C5H12N

A gas-phase ion, C5H12N (charge +1) (ωB97M-V/def2-TZVPD, the OMol25 dataset).

XYZ file:
```
18
Properties=species:S:1:pos:R:3:lowdin_charge:R:1
C -0.012 -1.773 0.171 0.018
C 0.015 -0.719 -0.620 -0.376
C -1.153 -0.660 -1.587 -0.052
C 1.064 0.373 -0.453 -0.140
C 0.426 1.490 0.326 -0.160
N 0.048 0.877 1.655 0.128
H 0.921 -1.986 0.732 0.097
H -0.765 -2.598 0.092 0.111
H -2.065 -0.003 -1.486 0.100
H -1.687 -1.563 -1.534 0.046
H -0.764 -0.432 -2.683 0.138
H 1.963 0.128 0.225 0.155
H 1.463 0.709 -1.464 0.157
H -0.563 1.888 0.070 0.132
H 0.987 2.450 0.531 0.155
H -0.771 1.106 2.198 0.161
H 0.725 0.976 2.400 0.152
H 0.167 -0.264 1.428 0.179
```

HOMO (eV): -14.192
Net charge: +1
LUMO (eV): -3.373

***

According to the calculations, the structures order from most to least stable as *1*, *2*.